i | # C25H25N5O3S

An isolated molecule of C25H25N5O3S (the ωB97M-V functional and the def2-TZVPD basis, OMol25).

SMILES string: CCN(C(=O)CSc1cc(C)c2ccccc2n1)c1c(N)n(Cc2ccccc2)c(=O)[nH]c1=O
HOMO level: -8.37 eV
Gap between HOMO and LUMO: 0.307 Ha
LUMO energy: -0.02 eV

Last column: Mulliken charge in e.
Cartesian coordinates (Å):
C1 -1.037 -1.292 3.373  -0.4946
C2 1.540 0.667 -0.348  0.0276
H1 -2.313 -0.058 -0.780  0.2192
O1 2.373 0.543 -1.218  -0.6587
C3 1.199 -3.592 -2.333  -2.3276
C4 -2.742 3.151 -3.667  -0.4226
C5 -1.665 3.518 -2.877  -0.8431
C6 -0.198 0.151 -1.959  -1.5126
H2 -1.462 4.562 -2.690  0.4147
H3 -3.827 1.518 -4.526  0.3994
H4 0.003 2.839 -1.722  0.4615
C7 -1.096 1.204 -2.557  0.6835
C8 -0.756 0.578 0.398  -1.0997
N1 -2.061 0.420 0.066  0.0793
C9 3.413 -1.594 1.666  -0.5356
H5 -3.581 2.447 1.793  0.2736
H6 -2.138 3.023 0.945  0.1368
C10 1.171 -3.026 -0.950  1.6888
C11 -2.176 0.842 -3.351  -0.2645
H7 -0.879 3.005 3.131  0.2720
S1 -1.545 -2.166 1.862  -0.2645
H8 -2.376 -0.204 -3.543  0.4160
C12 3.637 -2.624 -0.918  -0.7621
H9 0.744 0.103 -2.518  0.5294
N2 1.849 1.031 0.925  0.2197
O2 1.433 1.392 3.123  -0.7197
C13 0.001 -2.348 1.029  0.4107
C14 -0.386 0.889 1.685  -0.2261
N3 -1.376 1.037 2.695  0.2552
H10 -2.332 2.366 3.936  0.5209
H11 -3.381 3.907 -4.096  0.3944
H12 2.836 1.157 1.119  0.3661
H13 1.595 -2.857 -3.033  0.4434
C15 -0.008 -2.914 -0.262  -0.8174
H14 5.517 -1.303 1.557  0.4189
N4 0.187 0.460 -0.591  0.8877
C16 -2.656 3.010 1.901  -0.9591
C17 -0.843 2.550 -2.329  -0.2676
C18 -1.783 2.404 2.993  -0.6530
C19 4.632 -1.655 1.048  -0.5588
H15 -0.666 -0.839 -1.999  0.2830
C20 2.261 -2.047 0.996  -0.2278
C21 2.366 -2.578 -0.317  0.8929
H16 0.047 -1.186 3.290  0.2781
H17 -0.947 -3.248 -0.679  0.4235
C22 0.989 1.124 2.027  0.2256
C23 4.743 -2.171 -0.250  -0.8026
H18 3.296 -1.194 2.661  0.5083
H19 -2.695 0.330 0.844  0.4637
N5 1.076 -1.935 1.631  -0.2796
O3 -2.541 0.213 4.442  -0.6959
C24 -2.993 1.811 -3.907  -0.6979
H20 1.839 -4.472 -2.370  0.4881
H21 -2.909 4.032 2.171  0.4520
C25 -1.723 0.048 3.560  0.8181
H22 5.711 -2.206 -0.725  0.4091
H23 -1.304 -1.927 4.218  0.5650
H24 0.199 -3.878 -2.651  0.3483
H25 3.738 -3.015 -1.919  0.4166

---

ii | # C25H25N5O3S

An isolated molecule of C25H25N5O3S (the ωB97M-V functional and the def2-TZVPD basis, OMol25).

SMILES string: CCn1c(SCC(=O)c2cc(C)n(-c3ccc(C(=O)OC)cc3)c2C)nnc1-c1cccnc1
HOMO level: -8.02 eV
Gap between HOMO and LUMO: 0.302 Ha
LUMO energy: 0.19 eV

Last column: Mulliken charge in e.
Cartesian coordinates (Å):
C1 -5.061 0.211 0.063  -0.8176
H1 1.741 -2.434 5.185  0.3880
H2 -1.238 -1.521 -0.444  0.3798
H3 5.693 -0.258 -0.358  0.4274
C2 -3.876 0.771 -0.368  -0.1700
S1 4.122 1.681 -1.674  -0.2115
C3 2.365 -1.197 3.546  -0.5409
N1 2.203 1.299 0.195  -0.1420
H4 -2.940 -1.602 -2.593  0.5189
C4 2.541 -1.858 4.746  -0.4718
C5 -0.689 0.071 -1.753  0.2465
H5 -8.340 -4.315 -0.580  0.2294
C6 3.229 0.238 1.760  0.5543
H6 7.520 0.926 0.855  0.3735
H7 -3.170 3.431 -1.669  0.2795
C7 -6.773 -1.568 0.043  0.5701
N2 -1.905 0.682 -1.780  0.6404
C8 3.453 1.160 -0.165  0.2568
C9 -1.777 1.944 -2.330  0.9863
C10 6.492 1.265 0.936  -1.0364
N3 2.066 0.715 1.387  -0.8308
C11 0.244 0.957 -2.273  0.9717
C12 5.544 0.100 0.666  -1.0013
O1 -7.059 -2.762 -0.498  -0.2983
C13 3.428 -0.462 3.013  0.4257
H8 3.973 -2.283 6.306  0.3778
H9 5.726 -0.724 1.360  0.5503
H10 -5.669 0.700 0.808  0.4555
H11 1.430 -1.228 3.009  0.5056
N4 4.166 0.497 0.788  0.2690
H12 0.508 -1.241 -0.634  0.3213
C14 -2.943 2.840 -2.557  -1.6244
H13 5.453 0.187 3.442  0.4197
H14 -0.058 3.009 -3.111  0.5339
H15 6.326 2.056 0.208  0.3851
C15 3.776 -1.770 5.374  -0.2696
C16 -0.466 2.136 -2.641  -1.2657
H16 2.770 2.098 -3.568  0.4460
H17 -2.716 3.529 -3.366  0.4152
C17 -3.537 -1.106 -1.843  -0.2552
C18 -4.720 -1.667 -1.408  -0.7385
H18 -3.831 2.266 -2.819  0.3435
C19 1.664 0.695 -2.342  0.1140
H19 -8.265 -3.500 1.014  0.2932
H20 -3.529 1.705 0.045  0.5756
H21 -9.122 -2.722 -0.330  0.2914
H22 2.062 2.819 -2.089  0.4444
H23 -0.388 -2.032 -1.915  0.2615
C20 -3.109 0.116 -1.328  -0.7200
C21 -8.274 -3.358 -0.068  -0.6522
C22 2.535 1.937 -2.515  -0.7575
C23 -0.451 -1.260 -1.147  -1.4193
C24 4.609 -0.413 3.755  -0.2800
O2 -7.488 -1.018 0.845  -0.6095
H24 -5.056 -2.610 -1.807  0.4511
O3 2.158 -0.411 -2.261  -0.6193
H25 6.335 1.674 1.933  0.3025
C25 -5.492 -1.010 -0.453  0.3769
N5 4.779 -1.055 4.895  -0.6502

---

i has the most favorable energy; the next structure is 267.8 kJ/mol above.

---

i | # C7H9N3O2

An isolated molecule of C7H9N3O2 (the ωB97M-V functional and the def2-TZVPD basis, OMol25).

HOMO level (alpha / beta): -7.64 / -7.64 eV
Gap between HOMO and LUMO (alpha / beta): 0.259 / 0.259 Ha
LUMO energy (alpha / beta): -0.58 / -0.59 eV

Last column: Mulliken charge in e.
Cartesian coordinates (Å):
C1 1.993 0.919 0.759  -0.7923
C2 1.620 0.153 -1.690  -1.3164
N1 -0.823 0.260 1.142  0.6896
O1 -4.022 -1.045 -1.275  -0.3277
C3 -0.298 -0.064 -0.111  0.1064
H1 2.902 1.189 0.279  0.2765
C4 1.965 -0.566 0.928  -0.8197
C5 1.149 0.042 -0.230  1.3555
O2 -1.104 -0.777 -2.166  -0.5988
H2 -0.190 0.338 1.984  0.3491
H3 0.852 1.005 -2.206  0.2524
C6 -3.488 -0.569 -0.353  0.9345
H4 1.497 1.567 1.364  0.2764
N2 -1.276 -0.423 -0.992  -0.1552
C7 -3.175 0.007 0.847  -0.5009
H5 1.412 -1.032 1.750  0.2135
H6 2.888 -1.049 0.868  0.2935
H7 2.669 0.443 -1.655  0.3795
H8 1.510 -0.771 -2.302  0.2737
N3 -2.045 0.175 1.525  -1.1988
H9 -4.037 0.198 1.534  0.3091

---

ii | # C7H9N3O2

A cluster of 2 separate species, C7H9N3O2 in total (the ωB97M-V functional and the def2-TZVPD basis, OMol25).

SMILES string: [H]/N=C(/CC)C(=O)O.N#CC=C=N
HOMO level: -9.54 eV
Gap between HOMO and LUMO: 0.362 Ha
LUMO energy: 0.32 eV

Last column: Mulliken charge in e.
Cartesian coordinates (Å):
H1 -1.137 -2.046 2.432  0.4014
C1 1.670 0.937 0.754  -0.5270
N1 -2.700 -1.924 0.179  -0.4795
H2 0.546 2.166 -0.626  0.2504
N2 -0.015 -0.837 -3.179  -0.4939
C2 -0.806 -0.538 -2.329  0.6020
H3 1.446 3.074 0.599  0.3617
C3 -2.317 -1.192 -0.619  0.3532
N3 1.111 -1.113 -0.332  -0.6975
H4 0.544 -1.962 -0.337  0.3047
O1 -0.352 -1.872 1.886  -0.4387
H5 0.987 -0.812 -3.073  0.3386
H6 -2.257 0.718 -1.524  0.3431
H7 2.026 1.008 1.785  0.3054
C4 -0.224 -0.571 1.633  0.4523
C5 -1.818 -0.269 -1.542  -0.6152
H8 2.529 0.861 0.085  0.3214
H9 -0.039 2.226 1.045  0.3147
C6 0.868 -0.318 0.616  0.5284
O2 -0.911 0.282 2.129  -0.5569
C7 0.848 2.181 0.419  -1.0687

---

ii has the most favorable energy; the next structure is 501.6 kJ/mol above.

---

i | # C7H9N3O2

A cluster of 2 separate species, C7H9N3O2 in total (the ωB97M-V functional and the def2-TZVPD basis, OMol25).

SMILES string: [H]/N=C(/CC)C(=O)O.N#CC=C=N
HOMO level: -9.35 eV
Gap between HOMO and LUMO: 0.361 Ha
LUMO energy: 0.47 eV

Last column: Mulliken charge in e.
Cartesian coordinates (Å):
C1 2.272 0.477 0.737  -1.1813
H1 -1.349 0.559 2.275  0.3222
H2 2.138 -0.240 1.559  0.3050
N1 -0.399 0.291 -1.743  -0.7630
H3 -0.969 -3.137 -0.308  0.3659
H4 -1.236 -0.074 -1.995  0.2230
H5 3.201 0.778 0.519  0.4698
C2 -1.505 1.682 0.448  0.5379
H6 -0.639 2.603 -1.055  0.3845
C3 -0.041 -1.541 0.010  0.3624
C4 0.310 -0.273 -0.844  0.7210
O1 -0.693 -2.427 -0.774  -0.4107
H7 1.821 1.379 1.015  0.3428
C5 -2.621 -0.307 0.909  0.4553
H8 2.240 -0.937 -1.170  0.3281
C6 1.742 0.001 -0.681  -0.5998
O2 0.218 -1.675 1.161  -0.5112
N2 -3.157 -1.214 0.438  -0.5151
C7 -1.737 0.686 1.291  -0.6490
H9 1.841 0.793 -1.464  0.3075
N3 -1.436 2.576 -0.329  -0.4952

---

ii | # C7H9N3O2

An isolated molecule of C7H9N3O2 (the ωB97M-V functional and the def2-TZVPD basis, OMol25).

SMILES string: Oc1ccc(O)n1N1CCC=N1
HOMO level: -7.00 eV
Gap between HOMO and LUMO: 0.276 Ha
LUMO energy: 0.52 eV

Last column: Mulliken charge in e.
Cartesian coordinates (Å):
H1 -0.758 1.423 0.640  0.3354
H2 0.536 1.604 -1.049  0.2463
H3 0.766 0.551 -2.367  0.4843
C1 1.125 -1.682 1.018  0.4436
H4 0.657 -2.801 -0.468  0.3726
H5 1.880 0.486 3.400  0.2943
H6 -3.274 0.392 -1.377  0.5013
C2 0.052 0.789 -1.611  -0.8250
H7 -1.551 0.829 -3.099  0.2698
H8 -1.482 2.300 -2.107  0.3166
N1 -0.233 -0.391 -0.748  -0.2621
C3 1.337 -0.089 2.578  -0.7057
N2 0.504 -0.502 0.606  0.4045
C4 -1.272 1.232 -2.073  -0.3138
C5 0.666 0.503 1.568  0.5196
O1 1.200 -2.807 0.379  -0.5285
H9 2.249 -2.054 2.781  0.4465
C6 -2.256 0.449 -1.190  -0.2711
C7 1.769 -1.344 2.171  -0.6831
O2 -0.254 1.510 1.439  -0.5612
N3 -1.661 -0.398 -0.491  -0.4843

---

i has the most favorable energy; the next structure is 120.1 kJ/mol above.

---

i | # C3H7NO2

A cluster of 2 separate species, C3H7NO2 in total (the ωB97M-V functional and the def2-TZVPD basis, OMol25).

SMILES string: C=CO.NC=O
HOMO level: -9.34 eV
Gap between HOMO and LUMO: 0.371 Ha
LUMO energy: 0.76 eV

Last column: Mulliken charge in e.
Cartesian coordinates (Å):
H1 0.034 -1.595 2.330  0.2160
H2 -3.745 0.860 -1.923  0.2315
O1 -0.515 0.931 -1.096  -0.4910
C1 -1.605 0.423 -1.669  0.0125
H3 -0.281 1.672 -1.802  0.3638
H4 -1.890 -0.701 -1.756  0.2616
N1 0.952 -1.649 2.072  -0.4006
H5 1.374 -2.506 2.077  0.1795
H6 -2.651 2.372 -1.398  0.2295
H7 0.546 -0.401 0.523  -0.0710
C2 -2.735 1.247 -1.563  -0.6191
C3 1.486 -0.608 1.187  0.5803
O2 2.649 -0.248 1.060  -0.4929

---

ii | # C3H7NO2

An isolated molecule of C3H7NO2 (the ωB97M-V functional and the def2-TZVPD basis, OMol25).

SMILES string: C/C(CO)=N/O
HOMO level: -9.73 eV
Gap between HOMO and LUMO: 0.390 Ha
LUMO energy: 0.88 eV

Last column: Mulliken charge in e.
Cartesian coordinates (Å):
C1 -0.339 0.153 0.128  0.8426
H1 1.196 -1.748 -0.763  0.3694
O1 1.651 -0.902 -0.889  -0.5415
H2 1.652 0.897 -0.003  0.3171
H3 1.452 -0.441 1.133  0.2449
H4 -1.074 -2.306 -1.113  0.3490
H5 -0.436 2.244 -0.310  0.2991
O2 -0.650 -2.012 -0.298  -0.4087
C2 1.165 -0.073 0.134  -0.4411
H6 -0.529 1.869 1.415  0.2832
H7 -1.937 1.558 0.369  0.3510
C3 -0.846 1.536 0.419  -1.1047
N1 -1.227 -0.730 -0.113  -0.5604

---

ii has the most favorable energy; the next structure is 94.4 kJ/mol above.